Entry from OMol25: C11H27F3N6O5STa as an isolated structure at a distorted geometry (wB97M-V/def2-TZVPD).

Each line ends with the Löwdin charge.
Element x y z (Å)
C (-3.533, -0.185, -0.672)  0.05
C (-2.455, 0.137, -1.113)  -0.31
C (-1.176, 0.487, -1.691)  -0.37
Ta (0.593, 0.343, -0.237)  1.63
N (0.251, -1.708, -0.217)  -0.19
C (-0.747, 0.790, 1.583)  -0.27
O (-1.552, 2.015, 1.709)  -0.05
C (-0.991, 3.155, 2.033)  -0.78
F (0.276, 3.059, 2.480)  0.12
F (-0.978, 4.038, 1.011)  0.12
F (-1.686, 3.771, 3.016)  0.12
C (1.873, 0.420, -2.194)  -0.47
S (2.196, 1.958, -2.869)  0.51
O (3.274, 1.931, -3.842)  -0.42
O (0.974, 2.646, -3.234)  -0.41
N (2.246, -0.050, 0.946)  -0.23
C (3.302, 0.942, 1.190)  -0.35
C (4.694, 0.440, 0.820)  -0.27
C (5.373, -0.348, 1.941)  -0.12
H (-4.499, -0.415, -0.281)  0.00
H (-0.979, -0.225, -2.500)  0.04
H (-1.216, 1.489, -2.126)  0.04
H (0.848, 2.168, -0.213)  -0.07
H (-0.497, -2.033, -0.818)  -0.03
H (0.168, -2.150, 0.695)  -0.05
H (-0.223, 0.646, 2.527)  0.05
H (-1.526, 0.028, 1.520)  0.03
H (2.834, -0.065, -2.029)  0.02
H (1.331, -0.074, -3.005)  0.03
H (2.702, 2.593, -1.794)  0.03
H (2.653, -0.963, 0.774)  0.03
H (3.076, 1.870, 0.667)  0.06
H (3.312, 1.183, 2.261)  0.10
H (4.595, -0.202, -0.060)  0.10
H (5.323, 1.282, 0.527)  0.10
H (4.619, -0.889, 2.518)  0.07
H (6.085, -1.080, 1.560)  0.06
H (5.902, 0.312, 2.629)  0.06
C (-4.950, 0.201, -4.074)  -0.69
O (-4.260, -0.769, -3.858)  0.03
N (-4.434, 1.470, -4.087)  0.16
N (-6.310, 0.116, -4.298)  0.13
H (-4.984, 2.293, -4.234)  0.09
H (-3.459, 1.559, -3.863)  0.10
H (-6.716, -0.799, -4.278)  0.09
H (-6.894, 0.913, -4.457)  0.08
C (-0.326, -3.640, 3.459)  -0.67
O (0.200, -2.705, 2.893)  0.03
N (0.028, -4.021, 4.731)  0.14
N (-1.317, -4.387, 2.875)  0.15
H (-0.397, -4.785, 5.218)  0.08
H (0.744, -3.484, 5.181)  0.10
H (-1.602, -4.119, 1.952)  0.10
H (-1.768, -5.159, 3.326)  0.09

## Properties
HOMO	-4.86	eV
energy relative to the best compared isomer or geometry (same formula, charge and spin)	0.0	kcal per mole
largest force on an atom	1.81	eV/Å
net charge	-1
gap between HOMO and LUMO	7.141	eV
LUMO energy	2.28	eV